# 1
C51H42BrN4O4SW as an isolated structure. Source: the OMol25 dataset; level of theory: ωB97M-V with the def2-TZVPD basis set.

Atoms and positions in Å:
W1 -1.0447 -0.0117 -1.1077
O1 -1.4959 1.2718 0.1675
C1 -1.0760 1.9095 1.3765
C2 -0.4844 0.8201 2.2606
C3 0.7233 0.1316 1.6977
C4 1.6127 -0.4681 2.5787
C5 2.7814 -1.0184 2.0922
C6 3.0686 -0.8668 0.7460
C7 2.1380 -0.2623 -0.0798
C8 2.4559 0.0067 -1.5167
C9 1.6664 -0.9189 -2.4367
O2 0.3107 -0.8062 -2.0299
C10 2.1148 -2.3636 -2.2694
C11 3.4135 -2.7048 -2.6387
C12 3.8734 -3.9997 -2.4659
C13 3.0349 -4.9686 -1.9287
C14 1.7378 -4.6336 -1.5756
C15 1.2744 -3.3329 -1.7407
C16 1.7138 -0.4661 -3.8931
C17 2.6709 0.4253 -4.3606
C18 2.6706 0.8204 -5.6938
C19 1.7075 0.3343 -6.5626
C20 0.7514 -0.5620 -6.0987
C21 0.7571 -0.9658 -4.7741
N1 0.9391 0.1517 0.3719
C22 -2.3313 2.4319 2.0769
C23 -3.4419 1.5959 2.1681
C24 -4.5777 2.0058 2.8453
C25 -4.6149 3.2552 3.4518
C26 -3.5082 4.0847 3.3784
C27 -2.3692 3.6752 2.6946
C28 -0.1222 3.0357 1.0017
C29 1.1333 3.2003 1.5690
C30 1.9464 4.2635 1.1895
C31 1.5062 5.1770 0.2459
C32 0.2438 5.0267 -0.3177
C33 -0.5589 3.9635 0.0576
H1 -1.2670 0.0842 2.4549
H2 -0.2205 1.2540 3.2268
H3 1.3804 -0.5005 3.6354
H4 3.4702 -1.5181 2.7608
H5 4.0024 -1.2112 0.3234
H6 3.5241 -0.1213 -1.6811
H7 2.1904 1.0408 -1.7447
H8 4.0646 -1.9607 -3.0848
H9 4.8822 -4.2564 -2.7617
H10 3.3899 -5.9828 -1.8012
H11 1.0715 -5.3894 -1.1784
H12 0.2554 -3.0868 -1.4760
H13 3.4320 0.8221 -3.7005
H14 3.4277 1.5075 -6.0490
H15 1.7075 0.6413 -7.6005
H16 0.0009 -0.9538 -6.7734
H17 0.0083 -1.6596 -4.4121
H18 -3.4118 0.6187 1.7005
H19 -5.4358 1.3480 2.9069
H20 -5.5011 3.5763 3.9834
H21 -3.5257 5.0567 3.8535
H22 -1.5123 4.3343 2.6455
H23 1.4978 2.5082 2.3174
H24 2.9225 4.3782 1.6426
H25 2.1359 6.0091 -0.0410
H26 -0.1171 5.7461 -1.0422
H27 -1.5481 3.8534 -0.3724
O3 -2.1771 2.9477 -5.7899
C34 -1.5883 2.5544 -4.6507
C35 -0.4232 3.1711 -4.1594
C36 0.1393 2.7270 -2.9869
N2 -0.4437 1.7071 -2.3490
C37 -1.5044 1.1197 -2.8234
Br1 -2.2155 -1.9011 -2.6905
C38 -2.1712 1.4924 -3.9627
H28 -1.6867 3.6672 -6.2044
H29 0.0351 3.9876 -4.7027
H30 1.0255 3.1707 -2.5541
H31 -3.0434 0.9779 -4.3382
N3 -5.4379 -0.2617 -0.4729
C39 -5.3755 1.0704 -0.8128
C40 -4.0716 1.3129 -1.0919
N4 -3.3530 0.1466 -0.9427
C41 -4.2033 -0.7814 -0.5669
H32 -6.2653 -0.7772 -0.2269
H33 -6.2392 1.7100 -0.8164
H34 -3.6025 2.2395 -1.3702
H35 -3.9576 -1.8118 -0.3792
C42 3.2082 -3.4236 7.5718
C43 2.3594 -3.2741 6.3364
O4 2.4703 -2.3792 5.5415
S1 1.2070 -4.6332 6.1307
C44 0.3995 -4.0897 4.6521
C45 -0.7735 -3.3508 4.7396
C46 -1.3512 -2.8327 3.5923
C47 -0.7498 -3.0452 2.3517
C48 0.4007 -3.8315 2.2645
C49 0.9682 -4.3540 3.4113
C50 -1.1975 -2.3350 1.1907
C51 -1.3444 -1.5647 0.2671
H36 3.8414 -2.5468 7.6790
H37 3.8296 -4.3159 7.4838
H38 2.5762 -3.5405 8.4515
H39 -1.2173 -3.1611 5.7079
H40 -2.2501 -2.2328 3.6571
H41 0.8636 -3.9912 1.2989
H42 1.8742 -4.9426 3.3526

Atomic forces in eV per Å
W -0.2 0.1 0.0
O -0.1 0.0 0.1
C 0.0 0.1 0.0
C 0.0 0.0 0.0
C 0.0 0.0 0.1
C 0.0 0.0 0.0
C 0.0 0.0 0.0
C 0.0 0.0 0.0
C 0.0 0.0 0.0
C 0.0 0.0 0.1
C 0.0 0.2 -0.1
O 0.3 -0.5 0.2
C 0.0 0.0 0.0
C 0.0 0.0 0.0
C 0.0 0.0 0.0
C 0.0 0.0 0.0
C 0.0 0.0 0.0
C 0.0 0.0 0.0
C 0.0 0.0 0.0
C 0.0 0.0 0.0
C 0.0 0.0 0.0
C 0.0 0.0 0.0
C 0.0 0.0 0.0
C 0.0 0.0 0.0
N -0.1 0.0 -0.1
C 0.0 0.0 0.0
C 0.0 0.0 0.0
C 0.0 0.0 0.0
C 0.0 0.0 0.0
C 0.0 0.0 0.0
C 0.0 0.0 0.0
C 0.0 0.0 0.0
C 0.0 0.0 0.0
C 0.0 0.0 0.0
C 0.0 0.0 0.0
C 0.0 0.0 0.0
C 0.0 0.0 0.0
H 0.0 0.0 0.0
H 0.0 0.0 0.0
H 0.0 0.0 0.0
H 0.0 0.0 0.0
H 0.0 0.0 0.0
H 0.0 0.0 0.0
H 0.0 0.0 0.0
H 0.0 0.0 0.0
H 0.0 0.0 0.0
H 0.0 0.0 0.0
H 0.0 0.0 0.0
H 0.0 0.0 0.0
H 0.0 0.0 0.0
H 0.0 0.0 0.0
H 0.0 0.0 0.0
H 0.0 0.0 0.0
H 0.0 0.0 0.0
H 0.0 0.0 0.0
H 0.0 0.0 0.0
H 0.0 0.0 0.0
H 0.0 0.0 0.0
H 0.0 0.0 0.0
H 0.0 0.0 0.0
H 0.0 0.0 0.0
H 0.0 0.0 0.0
H 0.0 0.0 0.0
H 0.0 0.0 0.0
O 0.0 0.0 0.0
C 0.0 0.0 0.0
C 0.0 0.0 0.0
C 0.0 0.0 0.0
N 0.1 0.0 0.0
C -0.1 0.1 0.3
Br 0.0 0.0 0.0
C 0.1 -0.1 -0.1
H 0.0 0.0 0.0
H 0.0 0.0 0.0
H 0.0 0.0 0.0
H 0.0 0.0 0.0
N 0.0 0.0 0.0
C 0.0 0.0 0.0
C 0.0 0.0 0.0
N 0.0 0.1 0.0
C 0.0 0.0 0.0
H 0.0 0.0 0.0
H 0.0 0.0 0.0
H 0.0 0.0 0.0
H 0.0 0.0 0.0
C -0.1 0.1 0.0
C 0.3 -0.1 -0.1
O -0.1 0.1 0.0
S -0.1 0.0 0.1
C 0.0 0.0 0.0
C 0.0 0.0 0.0
C 0.0 0.0 0.0
C -0.1 0.0 0.0
C 0.0 0.0 0.0
C 0.0 0.0 0.0
C 0.1 0.0 0.1
C -0.1 0.1 -0.2
H 0.0 0.0 0.0
H 0.0 0.0 0.0
H 0.0 0.0 0.0
H 0.0 0.0 0.0
H 0.0 0.0 0.0
H 0.0 0.0 0.0
H 0.0 0.0 0.0

Summary:
Net charge: +1
Frontier orbital gap: 0.2709 Ha
Energy above the lowest of the compared OMol25 structures with the same formula, charge and spin: 3.94 kJ/mol
LUMO energy: -3.240 eV
Max |F|: 0.6 eV/Å

---

# 2
C51H42IrN6O4 as an isolated structure. Source: the OMol25 dataset; level of theory: ωB97M-V with the def2-TZVPD basis set.

Atoms and positions in Å:
Ir1 -0.6084 0.1092 0.2635
C1 5.3566 -1.9990 7.5800
O1 4.0438 -1.5041 7.7508
C2 3.2731 -1.2926 6.6812
C3 1.9745 -0.8085 6.9249
C4 1.1248 -0.5009 5.8845
C5 1.5435 -0.6739 4.5653
C6 2.8155 -1.1996 4.3242
C7 3.6729 -1.5074 5.3552
C8 0.7345 -0.3583 3.3628
C9 0.1659 -1.4819 2.7138
C10 0.2104 -2.7937 3.2397
C11 -0.2221 -3.6392 2.2427
C12 -0.5789 -2.8298 1.1436
N1 -0.3451 -1.5107 1.4419
C13 -1.0668 -3.2992 -0.1133
C14 -1.6163 -2.4443 -1.0736
C15 -2.3813 -2.9063 -2.2040
C16 -2.7083 -1.8140 -2.9324
C17 -2.1462 -0.6741 -2.2587
C18 -2.0883 0.6119 -2.7825
C19 -2.6466 0.8507 -4.1193
C20 -1.8034 1.2734 -5.1533
C21 -2.2765 1.4429 -6.4354
C22 -3.6304 1.2248 -6.7239
O2 -4.1939 1.3570 -7.9256
C23 -3.4210 1.7662 -9.0338
C24 -4.4872 0.8378 -5.6760
C25 -4.0004 0.6379 -4.4079
C26 -1.4014 1.6935 -2.1678
N2 -0.6129 1.6223 -1.0381
C27 -0.0471 2.8534 -0.8783
C28 0.8813 3.2484 0.1386
C29 1.7606 4.3574 -0.2110
C30 2.3455 4.3217 -1.4894
C31 3.2620 5.2569 -1.9004
C32 3.6330 6.2977 -1.0384
O3 4.5244 7.2450 -1.3253
C33 5.0852 7.3172 -2.6197
C34 3.0152 6.3772 0.2236
C35 2.1052 5.4314 0.6245
C36 1.0164 2.5300 1.3290
C37 1.8145 2.9174 2.4643
C38 1.7058 1.9343 3.3843
C39 0.8879 0.9003 2.8016
N3 0.4551 1.3051 1.5669
C40 -0.5399 3.7376 -1.8589
C41 -1.3961 3.0088 -2.6627
N4 -1.5240 -1.0904 -1.1086
C42 -0.8172 -4.6762 -0.5313
C43 -1.1004 -5.8356 0.2049
C44 -0.7107 -7.0715 -0.2507
C45 -0.0012 -7.2097 -1.4602
O4 0.3770 -8.4417 -1.7995
C46 1.1349 -8.6502 -2.9737
C47 0.2467 -6.0614 -2.2235
C48 -0.1672 -4.8341 -1.7679
H1 5.8419 -1.9198 8.5519
H2 5.9214 -1.4210 6.8446
H3 5.3306 -3.0487 7.2693
H4 1.6681 -0.6775 7.9502
H5 0.1372 -0.1193 6.1017
H6 3.1326 -1.3552 3.3042
H7 4.6466 -1.9064 5.1246
H8 0.5224 -3.0643 4.2284
H9 -0.2679 -4.7069 2.2883
H10 -2.6527 -3.9275 -2.3827
H11 -3.2595 -1.7804 -3.8509
H12 -0.7534 1.4281 -4.9547
H13 -1.5944 1.7381 -7.2144
H14 -4.1187 1.8475 -9.8635
H15 -2.6531 1.0285 -9.2825
H16 -2.9512 2.7386 -8.8622
H17 -5.5327 0.7051 -5.8995
H18 -4.6670 0.3419 -3.6120
H19 2.0963 3.5090 -2.1519
H20 3.7012 5.1679 -2.8805
H21 5.7852 8.1499 -2.5886
H22 4.3142 7.5054 -3.3735
H23 5.6247 6.4021 -2.8746
H24 3.2734 7.2148 0.8522
H25 1.6098 5.5554 1.5729
H26 2.3808 3.8223 2.5437
H27 2.1531 1.8867 4.3579
H28 -0.3170 4.7821 -1.9306
H29 -1.9691 3.3718 -3.4917
H30 -1.6814 -5.7677 1.1110
H31 -0.9311 -7.9714 0.3012
H32 1.4647 -9.6855 -2.9332
H33 2.0108 -8.0002 -3.0042
H34 0.5254 -8.4956 -3.8682
H35 0.7632 -6.1238 -3.1678
H36 0.0466 -3.9566 -2.3584
C49 -2.9945 0.3564 4.7287
N5 -3.4709 1.0710 3.5616
C50 -4.6839 1.8505 3.7044
C51 -2.9657 0.8181 2.4081
N6 -2.5202 0.5822 1.3622
H37 -3.7496 -0.3539 5.0751
H38 -2.7849 1.0753 5.5240
H39 -2.0846 -0.1860 4.4777
H40 -5.5263 1.2026 3.9574
H41 -4.9005 2.3746 2.7771
H42 -4.5466 2.5827 4.5009

Atomic forces in eV per Å
Ir -2.1 0.7 1.3
C 0.3 -0.3 -0.1
O -0.2 0.2 0.3
C -0.5 0.2 -0.5
C 0.5 -0.2 0.1
C 0.1 0.0 -0.3
C 0.3 -0.1 0.3
C -0.6 0.2 0.0
C 0.2 0.0 0.5
C 0.0 -1.0 -0.6
C 0.0 0.7 0.2
C -0.4 -0.8 -0.5
C 0.4 0.4 0.9
C -0.3 0.3 -0.6
N -0.2 -0.5 0.2
C 0.6 0.1 0.6
C -0.5 -0.1 -0.6
C 0.2 0.2 0.4
C 0.2 0.3 0.2
C -0.1 -0.8 0.1
C 0.4 0.9 0.2
C 0.0 0.2 -0.2
C -0.2 -0.1 0.4
C -0.3 0.0 -0.5
C 0.2 -0.1 0.6
O -0.3 -0.1 0.3
C 0.3 0.1 -0.4
C 0.1 0.1 -0.3
C 0.2 0.0 0.0
C -0.2 -0.6 0.0
N -0.2 0.4 -0.5
C 0.2 0.1 0.4
C -0.4 -0.2 -0.8
C -0.1 0.1 -0.2
C -0.2 -0.1 0.2
C 0.4 0.4 0.0
C -0.3 -0.3 0.0
O -0.3 0.0 0.5
C 0.2 0.0 -0.5
C 0.1 0.0 -0.1
C 0.1 0.0 0.0
C 0.2 -0.2 0.7
C -0.3 -0.1 -0.3
C -0.3 -0.3 -0.2
C 0.1 0.8 0.2
N 0.0 -0.2 -0.2
C -0.5 -0.4 -0.7
C 0.5 0.7 0.4
N 0.1 0.3 0.0
C -0.1 -0.1 -0.3
C 0.0 0.0 -0.1
C 0.2 -0.1 -0.2
C -0.1 0.4 0.0
O -0.3 0.0 0.5
C 0.2 -0.1 -0.4
C 0.1 -0.5 -0.1
C -0.2 0.2 0.3
H -0.1 0.0 -0.1
H 0.0 0.1 0.1
H 0.0 0.1 0.0
H 0.0 0.0 0.1
H -0.1 0.0 0.0
H 0.1 0.0 -0.1
H 0.1 0.0 0.0
H 0.2 0.0 0.1
H 0.0 -0.2 0.0
H 0.0 -0.2 -0.1
H -0.1 0.0 -0.2
H 0.1 0.0 0.0
H 0.1 0.0 -0.1
H 0.1 0.0 0.0
H 0.0 0.0 0.1
H -0.1 0.0 0.0
H -0.2 0.0 0.0
H -0.1 0.0 0.0
H 0.0 -0.1 -0.1
H 0.1 0.0 -0.1
H -0.1 -0.1 -0.1
H 0.0 0.0 0.1
H 0.0 0.0 0.1
H 0.0 0.1 0.1
H -0.1 0.0 0.2
H 0.1 0.1 0.0
H 0.1 0.0 0.1
H 0.1 0.2 0.0
H -0.1 0.0 -0.2
H 0.0 0.0 0.1
H -0.1 -0.1 0.1
H -0.1 0.1 0.0
H 0.0 0.0 0.0
H 0.0 0.0 0.1
H 0.0 0.0 -0.1
H 0.1 0.0 -0.1
C 0.2 -0.4 0.5
N -0.2 0.1 0.2
C -0.5 0.5 0.0
C 0.4 0.0 -0.9
N 2.2 -0.8 -0.9
H 0.0 0.1 0.0
H 0.0 -0.1 -0.1
H 0.0 0.0 0.0
H 0.1 0.0 0.0
H 0.0 0.0 0.0
H 0.0 0.0 0.0

Summary:
Net charge: +2
<S²>: 0.8345
Frontier orbital gap (alpha / beta): 0.1732 / 0.1562 Ha
LUMO energy (alpha / beta): -7.098 / -7.952 eV
2S+1: 2
Max |F|: 2.6 eV/Å

---

- Among the records above, which one has the highest max |F|?
  C51H42IrN6O4

---

- Which of these has the lowest net charge?
  C51H42BrN4O4SW

---

- max |F| of number 1 (C51H42BrN4O4SW)?
  0.6 eV/Å